No. 1
ORCA calculation (the ωB97M-V functional and the def2-TZVPD basis) on C26H28BrN4O6Y as an isolated structure.

XYZ file:
```
66
Properties=species:S:1:pos:R:3:forces:R:3
Y -0.07953 0.10845 -0.04036 0.26 -0.30 -0.14
C -0.40239 1.99064 3.27987 0.04 0.06 -0.03
C -1.19173 0.73103 3.05290 0.04 -0.07 0.04
C -1.27311 -0.26035 4.03057 -0.03 -0.01 -0.03
C -2.07957 -1.37506 3.84648 -0.03 -0.05 -0.01
C -2.80235 -1.55269 2.66898 0.08 0.04 0.01
C -2.73064 -0.58386 1.68150 0.02 -0.07 -0.04
C -1.93027 0.54769 1.87849 -0.22 0.21 0.08
H -1.04222 2.76642 3.70480 -0.01 -0.03 0.04
H 0.00147 2.40586 2.35141 -0.02 -0.02 -0.01
H 0.42366 1.82862 3.97095 -0.01 -0.01 0.01
H -0.72898 -0.14014 4.96002 0.00 0.01 0.00
H -2.15485 -2.11381 4.63450 0.01 0.01 0.00
H -3.43160 -2.42212 2.53687 0.00 0.00 0.01
H -3.31551 -0.67649 0.77431 -0.03 0.01 0.01
H -2.04009 1.40184 1.20788 0.07 -0.07 0.01
O 3.26909 2.78030 -1.35599 -0.11 -0.11 0.23
C 2.40489 1.81769 -1.18029 0.05 0.18 -0.22
O 1.93388 1.49141 -0.09949 -0.12 -0.10 0.04
C 2.02416 1.09797 -2.43940 0.01 0.00 0.08
C 2.53534 1.34883 -3.70181 -0.03 -0.03 -0.04
C 2.09057 0.54306 -4.74289 0.01 0.02 0.01
C 1.17749 -0.47606 -4.49131 0.02 0.02 -0.02
C 0.72518 -0.64464 -3.19273 0.01 0.00 0.04
N 1.14300 0.13701 -2.20366 -0.12 -0.01 0.10
C -0.20534 -1.71623 -2.67837 -0.14 -0.09 -0.05
O -0.84546 -2.50427 -3.50069 0.14 0.11 -0.02
O -0.33982 -1.85376 -1.47425 0.02 0.19 0.12
H 3.46654 3.20775 -0.50235 0.06 0.06 -0.09
H 3.25431 2.13876 -3.86643 0.00 0.00 0.02
H 2.46582 0.70079 -5.74498 -0.01 -0.01 -0.01
H 0.85655 -1.11580 -5.30336 0.00 0.00 0.01
H -0.69808 -2.28896 -4.43358 -0.05 -0.07 0.02
C 0.54778 -2.71070 1.49615 0.09 0.16 -0.05
C 1.44020 -3.69685 2.28517 0.03 -0.07 0.07
N 2.83265 -3.25949 2.24452 -0.09 0.09 -0.06
C 3.22624 -3.05215 0.85580 0.08 -0.01 0.06
C 2.46070 -1.84275 0.27076 -0.09 0.03 0.02
N 1.33306 -1.47511 1.18073 0.16 -0.04 0.01
C 1.94303 -0.96722 2.44729 -0.10 0.07 -0.15
C 2.96461 -2.00326 2.97605 0.04 -0.03 0.04
H -0.33038 -2.40566 2.06708 -0.01 -0.05 0.01
H 0.21128 -3.13472 0.54998 -0.01 -0.03 0.01
H 1.36898 -4.69927 1.86414 -0.01 0.00 0.00
H 1.13015 -3.75675 3.32888 0.00 0.00 0.00
H 3.01299 -3.96196 0.29450 -0.02 0.00 0.01
H 4.30175 -2.88154 0.80662 0.00 0.00 0.01
H 2.05384 -2.06129 -0.71773 0.03 -0.06 -0.01
H 3.10356 -0.96329 0.19243 0.02 -0.01 -0.02
H 1.13033 -0.79687 3.15229 0.02 -0.05 0.03
H 2.40954 -0.00275 2.23039 0.04 -0.01 0.04
H 2.80218 -2.18909 4.03736 0.01 -0.01 0.00
H 3.98591 -1.63973 2.86024 0.01 -0.02 0.00
Br -3.66104 6.51569 -2.44549 0.02 0.13 0.01
C -3.70887 4.64507 -2.44095 0.04 -0.17 0.01
C -4.77923 3.97787 -3.03886 -0.14 0.00 -0.04
N -4.89690 2.65370 -3.07778 0.22 0.10 0.07
C -3.92663 1.94004 -2.51872 -0.17 -0.08 0.02
C -2.82301 2.51517 -1.89855 0.10 0.09 -0.03
C -2.70389 3.90542 -1.85605 -0.11 -0.05 -0.03
C -1.78992 1.66852 -1.30125 0.12 -0.02 -0.09
O -0.77509 2.18040 -0.71313 -0.05 -0.12 -0.03
O -1.87600 0.38776 -1.34080 -0.14 0.31 -0.04
H -5.57640 4.55156 -3.49765 0.00 -0.02 -0.01
H -4.03369 0.86209 -2.54476 0.01 0.01 -0.03
H -1.85814 4.37725 -1.37625 0.01 0.00 0.00
```
Positions in Å, forces in eV/Å.

The value obtained for the HOMO energy is -13.691 eV. The orbital gap comes out at 6.6 eV. Its LUMO energy is -7.103 eV. The net charge is +2.

No. 2
ORCA calculation (the ωB97M-V functional and the def2-TZVPD basis) on a 2-piece molecular cluster, CH7N2O overall.

XYZ file:
```
11
Properties=species:S:1:pos:R:3:forces:R:3
N -0.20647 -0.70098 -0.67095 0.13 -2.07 -0.01
C -0.72484 -0.05587 0.32013 -1.86 1.30 1.11
N -1.90005 -0.28465 0.96376 1.27 -0.62 -2.29
H -0.60117 -1.62200 -0.88920 0.08 0.46 -0.07
H 0.81508 -0.66228 -0.82108 -0.68 1.00 -0.17
H -0.30798 0.91282 0.54696 1.01 -0.25 0.70
H -2.02436 0.00661 1.91058 -0.21 0.66 0.19
H -2.65305 -0.76928 0.48108 0.31 -0.36 0.57
H 2.38569 1.80233 -0.37510 -0.21 0.54 0.20
H 3.12153 0.65409 -0.97100 -0.50 -0.16 0.30
O 2.29691 0.85822 -0.48853 0.65 -0.50 -0.53
```
Positions in Å, forces in eV/Å.

The value obtained for the HOMO energy is -15.895 eV. The orbital gap comes out at 11.6 eV. Its LUMO energy is -4.273 eV. The relative energy (zero: lowest compared OMol25 entry of this formula, charge and spin) comes out at 71.2 kJ/mol. The net charge is +1.

No. 3
ORCA calculation (the ωB97M-V functional and the def2-TZVPD basis) on C4H6N2 in the gas phase.

XYZ file:
```
12
Properties=species:S:1:pos:R:3:forces:R:3
C -0.43952 0.99623 -1.04750 -0.21 -0.27 0.17
C 0.07795 -0.14498 -0.14143 -0.42 -0.32 0.25
C 0.25786 -1.45015 -0.73605 0.29 -0.70 -1.05
N 0.06276 -2.52042 -1.13863 0.65 0.96 0.15
C 0.60489 0.27890 1.17152 0.45 0.24 0.23
N -0.46668 -0.67117 1.23966 -0.59 0.53 0.28
H 0.42877 1.57623 -1.41188 -0.18 -0.44 0.29
H -1.05650 1.70855 -0.49182 -0.02 -0.29 0.03
H -0.98225 0.67090 -1.93845 -0.05 -0.20 0.29
H 1.60987 0.09186 1.51577 0.08 -0.28 0.10
H 0.17641 1.23161 1.46352 0.63 0.35 -0.20
H -0.02686 -1.59230 1.40410 -0.64 0.40 -0.54
```
Positions in Å, forces in eV/Å.

The value obtained for the HOMO energy is -9.754 eV. The orbital gap comes out at 10.6 eV. Its LUMO energy is 0.816 eV. The relative energy (zero: lowest compared OMol25 entry of this formula, charge and spin) comes out at 256.9 kJ/mol.

No. 4
ORCA calculation (the ωB97M-V functional and the def2-TZVPD basis) on a 2-piece molecular cluster, C3H10O overall.

XYZ file:
```
14
Properties=species:S:1:pos:R:3:forces:R:3
C -1.63854 -0.86443 -1.30259 -0.10 0.49 0.50
C -1.24639 0.48895 -0.63795 -0.37 -0.70 -0.89
H -1.51141 -0.82232 -2.37850 -0.03 -0.09 -0.19
H -0.97367 -1.63708 -0.89704 -0.16 0.03 -0.20
H -2.67482 -1.17543 -1.07978 0.44 0.26 -0.07
H -0.24494 0.75470 -0.99033 0.13 -0.03 0.34
H -1.27867 0.32312 0.43185 0.13 0.52 0.17
H -1.85474 1.35107 -0.93715 -0.21 -0.40 0.17
C 2.21424 0.44226 1.44386 -1.08 -1.58 1.51
O 0.92498 -0.28184 1.39572 1.24 0.89 -0.26
H 2.98103 -0.33548 1.44674 0.34 0.29 -0.78
H 2.18741 1.11837 0.59334 0.77 0.35 0.38
H 2.35051 0.86736 2.46594 -0.52 0.40 -1.01
H 0.76503 -0.22928 0.44588 -0.57 -0.43 0.32
```
Positions in Å, forces in eV/Å.

The value obtained for the HOMO energy is -10.243 eV. The orbital gap comes out at 11.2 eV. Its LUMO energy is 0.999 eV. The relative energy (zero: lowest compared OMol25 entry of this formula, charge and spin) comes out at 89.0 kJ/mol.

No. 5
ORCA calculation (the ωB97M-V functional and the def2-TZVPD basis) on C3H4InO3 as an isolated structure.

XYZ file:
```
11
Properties=species:S:1:pos:R:3:forces:R:3
O 0.14475 2.24935 0.77786 -2.79 -0.29 -0.57
C -0.62083 1.39381 1.12026 4.57 0.15 0.95
C -0.72607 0.23087 1.74715 -0.75 0.05 0.13
H -0.79086 0.09259 -0.81500 1.47 -2.04 -2.07
H -1.06924 0.22217 2.78239 -0.23 -0.24 -0.54
H -0.21522 -0.60772 1.22585 -0.87 0.33 0.32
O 0.89953 0.05021 -2.16318 -0.56 1.01 -1.76
C 0.00696 -0.68020 -1.42213 -3.57 1.12 0.68
O 0.68113 -1.36668 -0.44009 -0.67 -1.72 1.32
In 2.19511 -0.16760 -0.72748 3.51 1.06 1.13
H -0.50527 -1.41679 -2.08563 -0.11 0.57 0.41
```
Positions in Å, forces in eV/Å.

The value obtained for the HOMO energy (alpha / beta) is -8.944 / -8.922 eV. As for the spin multiplicity: 2. The orbital gap (alpha / beta) comes out at 8.8 / 6.1 eV. Its LUMO energy (alpha / beta) is -0.176 / -2.799 eV. As for the expectation value of S²: 0.755. The relative energy (zero: lowest compared OMol25 entry of this formula, charge and spin) comes out at 252.3 kJ/mol.

No. 6
ORCA calculation (the ωB97M-V functional and the def2-TZVPD basis) on C31H36F6N2NaO6PS3 as an isolated structure.

XYZ file:
```
86
Properties=species:S:1:pos:R:3:forces:R:3
Na 0.87626 0.50219 0.39053 -0.77 -0.56 0.13
F 5.45312 3.34920 0.79546 -0.01 -0.05 0.03
C 4.71462 2.24518 0.98528 -0.06 0.00 -0.11
F 3.90797 2.44562 2.01696 0.05 0.00 -0.01
F 5.53893 1.23400 1.26695 0.00 0.03 0.02
S 3.76376 1.84699 -0.55264 0.38 0.24 0.06
O 2.90513 0.76421 -0.14829 0.56 -0.16 -0.11
O 4.77468 1.63249 -1.53448 0.03 -0.04 -0.05
N 2.96320 3.17306 -0.85197 0.06 -0.06 0.00
S 1.47141 3.22627 -0.35590 -0.14 0.62 -0.10
O 1.30142 3.26256 1.06812 -0.03 0.04 0.26
O 0.56933 2.36107 -1.06958 -0.12 -0.03 -0.24
C 1.07335 4.93017 -0.94105 0.11 -0.12 0.01
F -0.19433 5.20719 -0.62504 0.00 0.00 0.00
F 1.86129 5.83290 -0.35274 -0.05 0.00 -0.06
F 1.21064 5.03680 -2.26326 -0.01 0.05 0.05
C -4.46151 1.71371 0.36886 0.04 -0.02 -0.02
C -2.93736 1.68348 0.29035 0.02 -0.01 0.02
C -2.33593 2.64314 1.32056 0.00 -0.04 -0.04
P -2.01005 0.06296 0.44314 -0.18 -0.02 -0.09
C -2.94295 -1.18715 -0.58657 0.03 0.02 0.04
C -2.03207 -2.41524 -0.70101 -0.04 0.06 -0.02
C -4.34435 -1.65809 -0.19217 0.01 0.02 0.03
C -2.22201 -0.44376 2.17451 0.00 0.02 0.00
C -3.46127 -0.71865 2.75431 0.02 0.00 0.08
C -3.62372 -1.10085 4.07784 -0.07 -0.02 0.01
C -4.98521 -1.38003 4.66160 0.04 0.01 0.01
C -2.45826 -1.22366 4.84280 -0.01 0.02 -0.06
C -1.21623 -0.95258 4.32260 0.05 -0.01 0.00
C -1.02850 -0.51679 2.97137 -0.04 -0.06 0.10
N 0.16492 -0.21106 2.45656 0.03 0.07 0.02
C 1.29046 -0.11145 3.27652 0.11 -0.02 0.06
C 2.37544 -0.99226 3.10935 -0.01 0.06 0.05
C 2.29824 -2.14175 2.14291 0.02 0.01 -0.01
C 3.54392 -0.79666 3.84449 -0.01 0.03 0.00
C 3.68387 0.24330 4.74820 0.05 -0.02 0.01
C 4.95893 0.44328 5.52738 -0.03 0.00 -0.01
C 2.61272 1.11911 4.89643 -0.03 0.00 0.02
C 1.43705 0.96876 4.17821 0.00 0.03 0.00
C 0.34308 1.99385 4.29215 0.01 -0.02 -0.03
H -4.81562 2.74731 0.28569 0.01 0.00 0.00
H -4.81622 1.32232 1.32401 -0.02 0.00 0.00
H -4.92279 1.14168 -0.43688 0.00 0.03 0.02
H -2.64104 2.03562 -0.70489 0.00 0.00 -0.01
H -2.59203 2.32277 2.33371 0.01 0.00 0.00
H -2.72109 3.65653 1.17058 0.01 0.00 0.00
H -1.24788 2.67885 1.24809 0.00 0.02 0.03
H -3.00154 -0.70076 -1.56922 0.02 0.00 -0.01
H -1.89730 -2.86804 0.28523 -0.03 0.02 0.00
H -1.04294 -2.17655 -1.09252 0.01 -0.03 -0.02
H -2.48080 -3.17240 -1.35081 0.01 0.00 0.00
H -4.29243 -2.27148 0.70905 -0.02 -0.01 -0.03
H -4.75451 -2.28365 -0.99158 0.02 -0.01 0.00
H -5.04709 -0.84556 -0.01011 0.01 -0.05 0.00
H -4.35204 -0.63746 2.14352 0.01 0.03 0.02
H -5.75566 -1.31447 3.89042 0.00 0.00 0.00
H -5.24933 -0.66684 5.45008 -0.01 -0.01 0.00
H -5.04462 -2.38107 5.10070 -0.01 0.01 0.00
H -2.53354 -1.54652 5.87879 0.00 0.00 0.00
H -0.33703 -1.06540 4.94719 -0.01 0.00 0.00
H 1.49368 -2.00132 1.42669 -0.05 -0.07 -0.04
H 2.10961 -3.08296 2.66680 -0.04 -0.01 -0.02
H 3.22700 -2.25564 1.58190 0.00 0.00 0.02
H 4.37465 -1.48012 3.68678 -0.01 0.00 0.00
H 5.73831 -0.23494 5.17681 0.00 0.01 0.00
H 4.81126 0.25864 6.59562 0.01 0.00 0.00
H 5.33056 1.46579 5.42107 0.01 -0.01 0.00
H 2.70865 1.96703 5.57117 -0.01 0.00 -0.01
H 0.63625 2.79699 4.97088 0.01 0.00 0.00
H -0.58969 1.55424 4.65296 0.01 0.02 0.00
H 0.13727 2.42380 3.30871 -0.02 0.00 0.02
O -1.15357 -8.59791 1.42872 0.06 0.04 0.05
C -0.25407 -8.58766 0.39453 -0.25 -0.17 -0.12
O 0.05944 -9.65711 -0.07802 0.09 0.02 0.06
C 0.20149 -7.28101 -0.07551 0.11 0.16 -0.02
C 0.96962 -7.22133 -1.24969 -0.02 -0.01 0.05
C 1.41136 -6.02570 -1.76005 -0.01 -0.03 0.05
C 1.12878 -4.78481 -1.13027 -0.07 0.01 -0.04
S 1.65424 -3.29482 -1.77997 0.05 0.10 -0.01
C 0.36714 -4.86280 0.06488 0.03 -0.05 -0.03
C -0.07957 -6.06178 0.56601 0.01 -0.08 -0.01
H -1.37045 -7.68600 1.65385 0.00 0.00 0.01
H 1.19928 -8.15227 -1.75347 0.00 -0.01 0.00
H 1.99286 -6.00562 -2.67320 0.00 0.01 0.00
H 0.13555 -3.94381 0.58421 0.04 0.03 0.03
H -0.64253 -6.02423 1.49646 0.00 0.00 0.01
```
Positions in Å, forces in eV/Å.

The value obtained for the HOMO energy is -1.833 eV. The orbital gap comes out at 5.5 eV. Its LUMO energy is 3.681 eV. The relative energy (zero: lowest compared OMol25 entry of this formula, charge and spin) comes out at 0.0 kJ/mol. The net charge is -2.

No. 7
ORCA calculation (the ωB97M-V functional and the def2-TZVPD basis) on an isolated ion of composition N2 and charge -1.

XYZ file:
```
2
Properties=species:S:1:pos:R:3:forces:R:3
N 0.22443 -0.28265 0.46682 -0.07 0.09 -0.14
N -0.22443 0.28265 -0.46682 0.07 -0.09 0.14
```
Positions in Å, forces in eV/Å.

The value obtained for the HOMO energy (alpha / beta) is 2.143 / -4.594 eV. As for the spin multiplicity: 2. The orbital gap (alpha / beta) comes out at 6.0 / 12.8 eV. Its LUMO energy (alpha / beta) is 8.134 / 8.158 eV. As for the expectation value of S²: 0.752. The relative energy (zero: lowest compared OMol25 entry of this formula, charge and spin) comes out at 0.0 kJ/mol. The net charge is -1.

No. 8
ORCA calculation (the ωB97M-V functional and the def2-TZVPD basis) on CH4FIP2 as an isolated structure.

XYZ file:
```
9
Properties=species:S:1:pos:R:3:forces:R:3
C 2.03722 0.63838 -0.28826 0.22 1.73 4.72
F 1.97425 1.96420 0.44035 0.27 -1.71 -0.89
P -0.97592 0.25997 -0.11885 -0.42 -0.71 -2.05
P 0.90205 -0.40780 0.69713 0.60 1.25 1.75
I 3.95966 -0.13112 -0.05549 0.49 0.03 -0.29
H 1.77901 0.96578 -1.20430 -0.55 0.45 -3.43
H -1.09182 1.16632 0.85981 0.12 1.68 1.18
H -1.68407 -0.54793 0.74123 -0.56 -0.97 0.27
H 1.28724 -1.49253 0.01920 -0.17 -1.75 -1.26
```
Positions in Å, forces in eV/Å.

The value obtained for the HOMO energy is -9.069 eV. The orbital gap comes out at 9.3 eV. Its LUMO energy is 0.274 eV. The relative energy (zero: lowest compared OMol25 entry of this formula, charge and spin) comes out at 282.3 kJ/mol.